A cluster of 10 separate species, C30H80O30S10 in total in a non-equilibrium geometry, computed with ωB97M-V with the def2-TZVPD basis set.

Its LUMO energy is 0.11 eV. The energy above the lowest of the compared OMol25 structures with the same formula, charge and spin comes out at 0.000 eV. Its frontier orbital gap is 0.3998 hartree. As for the structure (SMILES): CCOS(C)(=O)=O.CCOS(C)(=O)=O.CCOS(C)(=O)=O.CCOS(C)(=O)=O.CCOS(C)(=O)=O.CCOS(C)(=O)=O.CCOS(C)(=O)=O.CCOS(C)(=O)=O.CCOS(C)(=O)=O.CCOS(C)(=O)=O. As for the total charge: 0.

The geometry in XYZ format:
```
150
C30H80O30S10 | OMol25 | ωB97M-V with the def2-TZVPD basis set
S -0.90 4.81 -3.56
S 4.03 -0.48 1.36
S -4.31 1.64 3.63
S 1.09 -1.89 5.62
S -6.13 -3.06 0.12
S -1.12 0.26 0.51
S 5.01 -1.18 -4.07
S -5.35 0.96 -3.51
S 3.57 3.45 0.20
S -1.27 -4.58 0.92
O 4.79 -2.15 -3.06
O -4.64 2.69 4.51
O -1.60 4.06 -2.55
O -1.25 1.66 0.79
O 3.94 -1.92 1.99
O -7.35 -2.95 0.82
O -5.89 1.94 -2.66
O -1.38 -3.50 2.07
O -0.03 0.00 -0.60
O 2.78 4.12 -0.77
O -5.02 -3.79 0.64
O -5.45 1.48 -4.99
O 5.68 0.07 -3.34
O 4.62 4.47 0.74
O -5.79 -0.41 -3.49
O 4.90 0.29 2.17
O 4.19 2.22 -0.14
O -1.25 6.15 -3.78
O -2.30 -0.50 0.21
O -6.46 -3.66 -1.32
O 1.72 -1.11 6.83
O 2.72 -0.02 1.10
O 0.12 -4.65 0.63
O -2.78 1.26 3.89
O 1.38 -1.10 4.50
O -5.09 0.45 3.64
O -1.99 -5.74 1.29
O -0.25 -2.22 5.93
O -1.09 4.08 -4.95
O 3.96 -0.75 -4.91
C -2.46 -3.60 3.00
C 1.48 0.56 -2.38
C -4.40 -0.05 -6.58
C -6.00 -4.23 -3.57
C -3.62 0.94 -3.29
C 0.83 4.66 -3.29
C -0.53 1.85 4.48
C 1.25 -1.48 8.14
C -1.04 2.63 -5.01
C 4.74 -0.86 -0.20
C 5.93 2.42 -2.99
C -2.00 2.16 4.69
C -0.34 -0.52 1.86
C 6.40 -1.63 -5.06
C 2.13 -3.32 5.61
C 2.12 -0.79 9.15
C -5.41 -3.66 -2.30
C 2.80 -2.74 1.65
C -2.16 -3.79 -0.39
C -4.15 2.22 1.98
C 0.62 1.10 -1.28
C 5.64 3.92 1.68
C -5.69 0.56 -6.08
C -3.29 -2.34 2.87
C 2.50 3.28 1.59
C 5.45 1.36 -3.93
C 0.31 2.11 -5.45
C 6.12 5.04 2.54
C 3.20 -4.18 1.72
C -5.59 -1.48 -0.40
H -3.82 1.40 1.34
H 1.99 0.28 9.12
H -4.59 -0.69 -7.44
H 1.95 -0.38 -2.05
H 1.96 -1.17 10.15
H -6.33 -0.26 -5.77
H 2.86 2.51 2.27
H -1.67 -2.84 -0.60
H 0.04 2.67 4.91
H 5.32 2.44 -2.09
H -1.01 -0.42 2.71
H 6.55 5.88 2.00
H -2.29 2.11 5.73
H 1.03 3.65 -2.95
H 2.28 -4.78 1.73
H 5.19 3.10 2.24
H -3.04 -4.52 3.09
H -4.55 -4.24 -1.97
H -4.23 -2.34 3.42
H 1.81 -3.96 4.79
H 7.25 -1.78 -4.40
H -4.00 -0.73 -5.82
H -3.40 2.99 2.08
H 3.16 -1.03 8.88
H 2.30 1.27 -2.53
H 0.21 -1.15 8.23
H -6.12 1.16 -6.87
H 4.77 0.08 -0.75
H 3.83 -4.49 0.89
H -5.26 -4.25 -4.38
H 1.19 -2.56 8.27
H 6.44 3.51 1.06
H -2.27 -4.47 -1.22
H -1.99 -3.66 4.00
H -0.12 1.84 -1.60
H -5.13 2.52 1.65
H -0.29 1.62 3.45
H 0.94 0.29 -3.28
H 0.72 2.66 -6.30
H 5.32 5.43 3.17
H 3.13 -2.92 5.49
H 1.31 4.92 -4.23
H -1.74 2.41 -5.82
H -2.71 -1.48 3.21
H 0.57 0.01 2.12
H -3.57 -2.22 1.83
H 2.43 -2.52 0.64
H -2.15 3.18 4.33
H 1.95 -2.53 2.30
H -6.40 -5.24 -3.46
H -1.39 2.21 -4.07
H -4.61 -1.53 -0.86
H 6.85 4.62 3.24
H -5.43 -0.84 0.48
H 5.97 1.42 -4.90
H 1.51 2.99 1.23
H 6.95 2.24 -2.68
H 6.59 -0.82 -5.76
H -3.12 -3.55 0.07
H 2.01 -3.71 6.62
H 3.70 -4.43 2.65
H -3.64 0.72 -6.77
H -6.34 -1.09 -1.08
H -3.11 0.45 -4.12
H -0.12 -1.53 1.53
H 1.26 1.58 -0.54
H -6.82 -3.59 -3.90
H -3.37 0.39 -2.38
H -0.23 0.98 5.08
H 6.11 -2.55 -5.56
H -5.02 -2.66 -2.51
H 1.06 2.14 -4.65
H -3.21 1.95 -3.19
H 5.74 -1.27 -0.06
H 5.88 3.39 -3.48
H 4.40 1.53 -4.20
H 1.10 5.37 -2.51
H 2.42 4.26 2.05
H 0.31 1.06 -5.73
H 4.05 -1.56 -0.67
```